Density functional theory data (ωB97M-V with the def2-TZVPD basis set) for the ion C3H8NO2 with charge -1.

```
14
Properties=species:S:1:pos:R:3:forces:R:3
C 0.082 -0.844 0.069 0.17 -0.09 -0.24
O 1.371 -0.595 -0.394 0.06 0.09 0.18
C -0.365 0.175 1.102 0.20 0.07 0.18
N -1.786 0.003 1.419 -0.08 -0.24 0.15
H -0.633 -0.828 -0.760 -0.17 0.09 -0.08
H 0.057 -1.848 0.496 -0.04 -0.21 0.19
H 0.231 0.057 2.014 -0.08 -0.14 0.07
H -0.126 1.151 0.698 0.00 0.26 -0.22
H -2.091 0.697 2.088 0.00 0.08 0.00
H -2.311 0.167 0.570 -0.10 0.05 -0.10
O 0.355 1.125 -1.746 -0.22 0.22 -0.13
C 1.372 0.347 -1.651 0.09 -0.33 0.30
H 2.358 0.826 -1.453 0.10 -0.03 -0.21
H 1.485 -0.434 -2.451 0.05 0.17 -0.10
```
Forces are in eV/Å.

For the HOMO-LUMO gap, the calculation gives 7.13 eV. Its net charge is -1. The energy above the lowest of the compared OMol25 structures with the same formula, charge and spin is 56.7 kcal/mol. The molecular weight comes out at 90.1 g/mol.

Here are the Mulliken charges for atoms 1 to 6, given in e: C -0.5554; O -0.4138; C -0.3336; N -0.6556; H 0.3039; H 0.3274

---

Density functional theory data (ωB97M-V with the def2-TZVPD basis set) for the ion C3H8NO2 with charge -1.

```
14
Properties=species:S:1:pos:R:3:forces:R:3
C -0.784 0.405 0.625 0.60 -1.47 -0.82
C -1.515 -0.398 -0.522 2.87 -1.85 3.34
O -1.442 -1.890 -0.169 -1.34 2.94 -1.53
N 0.635 -0.078 0.516 0.10 -0.31 -0.21
C 1.853 0.548 -0.388 1.03 -0.82 0.38
O 2.940 0.778 0.386 -2.05 -0.58 -1.32
H -1.035 1.469 0.393 0.67 -0.15 0.29
H -1.288 0.129 1.609 0.95 0.33 -1.02
H -0.953 -0.087 -1.376 -0.08 -0.48 -1.11
H -2.479 -0.090 -0.442 -3.14 0.44 -0.62
H -0.536 -1.886 0.104 1.56 -0.22 0.52
H 1.193 -0.120 1.350 -0.37 0.19 0.79
H 1.312 1.433 -0.740 0.16 0.54 -0.75
H 2.098 -0.215 -1.347 -0.95 1.45 2.04
```
Forces are in eV/Å.

For the HOMO-LUMO gap, the calculation gives 6.99 eV. Its net charge is -1. The energy above the lowest of the compared OMol25 structures with the same formula, charge and spin is 87.8 kcal/mol. The molecular weight comes out at 90.1 g/mol.

Here are the Mulliken charges for atoms 1 to 6, given in e: C -0.4393; C -0.5895; O -0.5784; N -0.3474; C -0.2420; O -0.8396

---

Density functional theory data (ωB97M-V with the def2-TZVPD basis set) for a structure of composition C3H8NO2.

```
14
Properties=species:S:1:pos:R:3:forces:R:3
C -0.298 -1.732 0.384 0.09 0.42 0.50
N 0.968 -2.153 0.978 0.05 -0.15 -0.13
O -0.522 -2.039 -0.802 -0.09 -0.11 -0.25
H -1.092 -1.796 1.145 -0.12 -0.08 -0.03
H 1.348 -1.332 1.434 0.05 -0.02 0.09
H 1.567 -2.368 0.186 0.05 0.03 -0.02
C -0.080 0.701 -0.536 0.12 0.00 -0.08
O -0.148 0.018 0.656 -0.12 -0.14 -0.04
C -0.404 2.178 -0.336 0.18 -0.01 0.04
H -0.789 0.290 -1.264 -0.09 -0.15 -0.17
H 0.912 0.600 -1.025 0.04 0.13 0.06
H -0.149 2.775 -1.221 -0.09 -0.04 0.02
H 0.151 2.573 0.519 0.05 0.01 -0.02
H -1.465 2.287 -0.119 -0.11 0.10 0.03
```
Forces are in eV/Å.

For the HOMO-LUMO gap, the calculation gives 8.10 eV. Its net charge is -1. The energy above the lowest of the compared OMol25 structures with the same formula, charge and spin is 43.0 kcal/mol. The molecular weight comes out at 90.1 g/mol.

Here are the Mulliken charges for atoms 1 to 6, given in e: C 0.1586; N -0.7210; O -0.7339; H 0.2810; H 0.3009; H 0.2681

---

Density functional theory data (ωB97M-V with the def2-TZVPD basis set) for a cluster of 2 separate species, C3H8NO2 in total.

```
14
Properties=species:S:1:pos:R:3:forces:R:3
O -1.559 0.190 -0.742 -0.99 -0.51 0.99
C -2.157 -0.082 0.371 1.44 -0.18 1.86
O -1.591 -0.179 1.487 -1.15 0.13 -1.91
H -3.258 -0.275 0.360 0.38 0.30 -0.62
C 2.623 0.644 -0.824 -0.68 -0.35 0.18
C 1.165 0.148 -0.701 -0.06 0.43 1.28
N 1.011 -0.674 0.546 -0.36 1.27 -1.33
H 3.268 -0.220 -0.870 0.46 -0.28 0.00
H 2.767 1.211 -1.738 -0.02 0.15 -0.11
H 2.930 1.256 0.045 -0.36 -0.33 -0.44
H 0.487 1.027 -0.571 0.46 -0.70 -0.24
H 0.760 -0.444 -1.550 0.62 0.58 0.20
H 0.126 -0.558 1.037 -0.15 0.23 0.17
H 1.259 -1.629 0.429 0.41 -0.75 -0.03
```
Forces are in eV/Å.

For the HOMO-LUMO gap (alpha / beta), the calculation gives 11.28 / 4.88 eV. Its net charge is 0. The energy above the lowest of the compared OMol25 structures with the same formula, charge and spin is 17.5 kcal/mol. Its expectation value of S² is 0.760. The molecular weight comes out at 90.1 g/mol. As for the multiplicity: 2.

Here are the Mulliken charges for atoms 1 to 6, given in e: O -0.3631; C 0.2988; O -0.6418; H 0.3474; C -1.1070; C -0.2131

---

Density functional theory data (ωB97M-V with the def2-TZVPD basis set) for the ion C3H8NO2 with charge +1.

```
14
Properties=species:S:1:pos:R:3:forces:R:3
C -0.488 -0.718 -0.208 0.26 1.61 -0.55
C -0.123 0.208 0.896 -0.17 -0.31 2.55
C -0.423 1.664 0.854 -2.57 -0.91 -0.23
N 0.845 -1.171 -0.679 2.49 -1.20 2.71
O 0.715 1.155 0.249 1.58 1.12 0.25
O -0.360 2.426 1.955 1.51 1.13 0.63
H -1.060 -1.531 0.079 -1.32 -1.53 0.26
H -0.862 -0.128 -1.059 -0.51 -0.45 0.51
H 0.169 -0.261 1.920 -0.05 0.97 -1.89
H -1.329 1.892 0.280 0.74 0.29 -0.82
H 1.549 -0.500 -0.182 -0.97 -1.47 -1.44
H 1.118 -2.179 -0.481 -0.58 1.46 0.05
H 0.928 -1.069 -1.644 0.39 0.39 -2.19
H 0.179 3.247 1.795 -0.80 -1.09 0.17
```
Forces are in eV/Å.

For the HOMO-LUMO gap, the calculation gives 11.14 eV. Its net charge is +1. The energy above the lowest of the compared OMol25 structures with the same formula, charge and spin is 70.7 kcal/mol. The molecular weight comes out at 90.1 g/mol.

Here are the Mulliken charges for atoms 1 to 6, given in e: C -0.6063; C 0.0126; C -0.0150; N -0.3139; O -0.4751; O -0.4876

---

Density functional theory data (ωB97M-V with the def2-TZVPD basis set) for a structure of composition C3H8NO2.

```
14
Properties=species:S:1:pos:R:3:forces:R:3
O 0.547 1.218 0.663 0.06 1.07 2.04
C 1.282 1.327 1.809 1.91 -2.22 -0.59
O 1.878 0.042 2.225 -1.04 1.30 -1.27
H 2.155 2.059 1.818 -0.98 -0.44 -0.47
H 1.826 -0.501 1.412 0.21 0.12 0.70
C -0.867 -0.918 -1.561 1.38 1.93 0.05
C -1.968 -1.588 -1.083 0.42 -0.22 0.26
N -0.498 0.390 -1.281 0.16 -1.63 -3.50
H -0.075 -1.342 -2.296 -1.78 -0.03 0.95
H -1.884 -2.665 -1.110 -0.43 -0.16 -0.33
H -2.938 -1.149 -0.759 1.12 -0.01 -0.03
H -0.099 0.766 -2.209 -0.20 -0.16 2.07
H 0.656 1.599 2.676 -0.54 0.29 -0.26
H -0.015 0.762 -0.304 -0.29 0.16 0.36
```
Forces are in eV/Å.

For the HOMO-LUMO gap, the calculation gives 4.16 eV. Its net charge is +1. The energy above the lowest of the compared OMol25 structures with the same formula, charge and spin is 198.7 kcal/mol. The molecular weight comes out at 90.1 g/mol.

Here are the Mulliken charges for atoms 1 to 6, given in e: O -0.4778; C 0.0028; O -0.4405; H 0.2675; H 0.2939; C 0.0263

---

Density functional theory data (ωB97M-V with the def2-TZVPD basis set) for the ion C3H8NO2 with charge +1.

```
14
Properties=species:S:1:pos:R:3:forces:R:3
C 0.246 -0.409 0.704 0.18 0.13 0.03
C -0.094 0.231 -0.620 0.36 -0.42 -1.13
C -0.740 1.577 -0.399 0.19 0.07 1.26
O -1.886 1.761 -1.027 -0.05 -0.15 -0.90
O -0.250 2.340 0.390 0.07 0.22 -0.26
N 0.981 -1.722 0.507 -0.55 0.30 -0.25
H -0.634 -0.603 1.301 -0.22 -0.24 0.08
H 0.913 0.214 1.291 0.02 0.15 -0.01
H 0.818 0.415 -1.203 0.08 0.20 0.25
H -0.661 -0.420 -1.286 -0.45 -0.03 0.30
H -2.124 2.701 -1.014 -0.09 0.02 0.30
H 0.476 -2.360 -0.112 -0.17 0.00 0.05
H 1.881 -1.549 0.055 0.21 -0.12 0.33
H 1.074 -2.177 1.415 0.43 -0.14 -0.06
```
Forces are in eV/Å.

For the HOMO-LUMO gap, the calculation gives 10.48 eV. Its net charge is +1. The energy above the lowest of the compared OMol25 structures with the same formula, charge and spin is 13.5 kcal/mol. The molecular weight comes out at 90.1 g/mol.

Here are the Mulliken charges for atoms 1 to 6, given in e: C -0.5817; C -0.4942; C 0.3350; O -0.4201; O -0.5037; N -0.2811

---

Density functional theory data (ωB97M-V with the def2-TZVPD basis set) for a cluster of 3 separate species, C3H8NO2 in total.

```
14
Properties=species:S:1:pos:R:3:forces:R:3
C -0.431 -2.506 0.055 -0.97 -0.64 1.08
C -1.301 -1.510 0.175 0.55 3.03 1.18
C 1.043 0.012 0.772 1.09 -2.00 1.30
N 1.014 0.605 -0.304 -1.49 0.80 -3.37
O 0.391 3.109 -0.613 3.79 -0.74 -0.85
O 1.293 -0.561 1.706 -0.21 -0.05 1.11
H 0.139 -3.050 0.817 -0.17 0.68 -0.12
H -0.619 -3.024 -0.842 0.65 -0.80 -1.22
H -1.743 -1.148 -0.768 -0.40 -0.34 0.69
H -1.418 -0.748 1.079 0.12 -2.02 -1.70
H 0.646 3.954 -0.278 1.17 1.10 0.27
H 0.854 1.661 -0.236 0.21 0.25 -0.70
H 0.607 0.073 -1.149 0.82 1.00 1.63
H -0.477 3.132 -0.414 -5.16 -0.25 0.71
```
Forces are in eV/Å.

For the HOMO-LUMO gap, the calculation gives 10.08 eV. Its net charge is +1. The energy above the lowest of the compared OMol25 structures with the same formula, charge and spin is 79.5 kcal/mol. The molecular weight comes out at 90.1 g/mol.

Here are the Mulliken charges for atoms 1 to 6, given in e: C -0.3997; C -0.7018; C 0.6162; N -0.2959; O -0.6367; O -0.1258

---

Density functional theory data (ωB97M-V with the def2-TZVPD basis set) for a cluster of 2 separate species, C3H8NO2 in total.

```
14
Properties=species:S:1:pos:R:3:forces:R:3
C -1.682 0.452 -1.219 -1.13 -0.13 0.86
C -1.224 1.658 -1.404 0.56 1.55 -1.13
C 1.229 -0.417 1.522 -0.83 0.69 -3.79
N 1.417 -1.128 0.449 -0.05 -0.26 -1.58
O -0.787 -0.573 -1.038 1.59 2.85 1.87
O 1.735 -0.793 2.611 -0.39 1.52 3.15
H -2.733 0.319 -0.923 0.41 -0.62 -0.62
H -0.138 1.787 -1.529 -0.55 0.18 -0.10
H -1.902 2.507 -1.631 0.62 -0.68 0.64
H 0.655 0.547 1.324 0.63 -1.25 0.85
H 1.949 -2.015 0.380 -0.34 0.85 0.72
H 0.973 -0.834 -0.475 0.28 -0.06 1.72
H -0.953 -1.385 -1.392 -1.60 -3.18 -1.72
H 1.461 -0.124 3.324 0.80 -1.46 -0.87
```
Forces are in eV/Å.

For the HOMO-LUMO gap, the calculation gives 9.22 eV. Its net charge is +1. The energy above the lowest of the compared OMol25 structures with the same formula, charge and spin is 54.8 kcal/mol. The molecular weight comes out at 90.1 g/mol.

Here are the Mulliken charges for atoms 1 to 6, given in e: C 0.0579; C -0.6689; C 0.2577; N -0.2010; O -0.4838; O -0.3839

---

Density functional theory data (ωB97M-V with the def2-TZVPD basis set) for the ion C3H8NO2 with charge +1.

```
14
Properties=species:S:1:pos:R:3:forces:R:3
O -1.708 -1.508 -0.019 0.25 -0.23 1.05
C -0.834 -0.633 0.481 -0.10 -0.56 -2.00
C -0.181 0.094 -0.738 -1.36 0.68 1.33
N 1.135 0.572 -0.242 0.20 -0.41 -0.22
C 1.779 1.742 -0.951 0.04 -0.50 0.36
O -0.556 -0.446 1.622 0.37 0.25 0.33
H -1.969 -2.093 0.724 -0.36 0.20 -0.35
H -0.077 -0.586 -1.585 0.00 0.36 0.07
H -0.872 0.941 -0.921 0.58 -0.33 -0.39
H 1.661 -0.299 -0.334 0.85 0.48 0.28
H 1.040 0.750 0.770 -0.04 -0.06 -0.07
H 2.787 1.907 -0.560 -0.22 -0.24 0.04
H 1.841 1.476 -2.005 -0.19 0.39 0.02
H 1.174 2.614 -0.708 -0.04 -0.05 -0.45
```
Forces are in eV/Å.

For the HOMO-LUMO gap, the calculation gives 12.25 eV. Its net charge is +1. The energy above the lowest of the compared OMol25 structures with the same formula, charge and spin is 17.4 kcal/mol. The molecular weight comes out at 90.1 g/mol.

Here are the Mulliken charges for atoms 1 to 6, given in e: O -0.4038; C 0.5745; C -0.5715; N -0.2104; C -0.7816; O -0.4995

---

Density functional theory data (ωB97M-V with the def2-TZVPD basis set) for a structure of composition C3H8NO2P.

```
15
Properties=species:S:1:pos:R:3:forces:R:3
C -1.090 -0.772 0.074 -0.27 -0.08 0.06
C 0.221 -1.553 -0.050 0.38 0.16 0.02
C -0.583 0.547 0.706 0.72 -0.36 -0.06
N -1.008 1.770 0.189 -0.15 0.62 -0.20
O 1.268 0.612 -1.301 0.10 0.30 -0.64
O 3.813 0.073 0.415 -1.69 -0.03 -0.28
P 1.199 0.021 0.183 0.84 -0.79 1.26
H -1.516 -0.565 -0.909 0.00 0.03 0.03
H -1.845 -1.263 0.687 -0.13 -0.05 -0.05
H 0.386 -2.262 0.757 0.06 -0.03 0.07
H 0.384 -2.045 -1.006 0.07 0.00 0.05
H -0.654 0.535 1.794 0.05 -0.01 -0.05
H -1.179 1.791 -0.802 -0.06 0.13 0.04
H 2.207 0.750 -1.478 0.18 0.17 -0.21
H -1.601 2.361 0.741 -0.10 -0.07 -0.02
```
Forces are in eV/Å.

For the HOMO-LUMO gap (alpha / beta), the calculation gives 7.01 / 8.01 eV. Its net charge is 0. The energy above the lowest of the compared OMol25 structures with the same formula, charge and spin is 126.7 kcal/mol. The molecular weight comes out at 121.1 g/mol.

Here are the Mulliken charges for atoms 1 to 6, given in e: C -0.7212; C -0.5625; C -0.0142; N -0.5029; O -0.4646; O -0.4466

---

Density functional theory data (ωB97M-V with the def2-TZVPD basis set) for the ion C3H8NO2S with charge -1.

```
15
Properties=species:S:1:pos:R:3:forces:R:3
C 0.981 0.770 -0.064 0.55 -1.40 -0.95
C 0.231 1.488 -1.163 -0.16 0.17 -0.03
C -1.111 -0.478 1.540 -0.20 -0.01 0.57
N -0.647 -1.506 0.645 1.82 0.53 -1.68
O 0.502 -1.404 -1.694 -0.04 0.34 0.25
O 1.981 -1.661 0.270 0.07 0.26 -0.03
S 0.890 -0.937 -0.359 -1.47 -0.35 1.60
H 2.054 0.963 -0.091 0.07 0.02 0.23
H 0.368 2.568 -1.060 -0.08 0.03 0.02
H 0.528 1.202 -2.182 -0.07 0.07 0.00
H -0.836 1.276 -1.070 -0.18 0.15 -0.12
H -0.340 0.307 1.564 -0.21 0.04 0.16
H -2.056 -0.017 1.228 0.00 0.01 -0.02
H -1.247 -0.895 2.546 -0.05 0.12 0.02
H -1.298 -1.676 -0.111 -0.03 0.03 -0.02
```
Forces are in eV/Å.

For the HOMO-LUMO gap, the calculation gives 7.32 eV. Its net charge is -1. The energy above the lowest of the compared OMol25 structures with the same formula, charge and spin is 87.6 kcal/mol. The molecular weight comes out at 122.2 g/mol.

Here are the Mulliken charges for atoms 1 to 6, given in e: C -0.6677; C -0.9976; C -0.6624; N -0.5728; O -0.7139; O -0.7167

---

no.,energy (hartree)
1,-324.325059
2,-324.275413
3,-324.346926
4,-324.236553
5,-324.014610
6,-323.810583
7,-324.105701
8,-324.000514
9,-324.039889
10,-324.099531
11,-665.515067
12,-722.492475